ORCA calculation (wB97M-V/def2-TZVPD) on a structure of composition C3H4N2O at a distorted geometry.

Results
**Energy above the lowest of the compared OMol25 structures with the same formula, charge and spin**: 72.7 kcal/mol
**E**: -8200.731 eV
**Kohn-Sham gap**: 10.041 eV

CARTESIAN COORDINATES (ANGSTROEM)
C  0.5604  -1.3442  0.0906
C  -1.0264  -0.1530  -0.0301
C  1.0886  0.8402  -0.0008
N  1.4853  -0.5624  -0.2031
N  -2.2320  -0.3784  -0.1003
O  -0.3557  0.9687  -0.0178
H  0.5958  -2.4096  0.3378
H  1.3433  1.2331  0.9447
H  1.4431  1.4368  -0.8414
H  -2.9024  0.3689  -0.1795

The molecule's natural (NBO) atomic charges, reported in e, are given here:
1 C 0.080
2 C 0.565
3 C 0.075
4 N -0.435
5 N -0.739
6 O -0.511
7 H 0.210
8 H 0.194
9 H 0.191
10 H 0.370

***

ORCA calculation (wB97M-V/def2-TZVPD) on the molecule C3H4N2O at a distorted geometry.

Results
**Energy above the lowest of the compared OMol25 structures with the same formula, charge and spin**: 41.4 kcal/mol
**SMILES**: N#CC(=O)CN
**E**: -8202.089 eV
**Kohn-Sham gap**: 9.689 eV

CARTESIAN COORDINATES (ANGSTROEM)
N  1.2723  -0.8187  2.2087
C  1.1269  -0.2796  1.2156
C  1.0028  0.5732  0.0165
O  1.9127  1.2872  -0.2467
C  -0.3866  0.4832  -0.7221
N  -1.2597  -0.6871  -0.3226
H  -0.2747  0.4112  -1.7624
H  -0.8833  1.4288  -0.4556
H  -0.7885  -1.5442  -0.5074
H  -1.7220  -0.8540  0.5760

The molecule's natural (NBO) atomic charges, reported in e, are given here:
1 N -0.251
2 C 0.152
3 C 0.490
4 O -0.444
5 C -0.302
6 N -0.855
7 H 0.231
8 H 0.233
9 H 0.359
10 H 0.387

***

ORCA calculation (wB97M-V/def2-TZVPD) on the molecule C3H4N2O.

Results
**Energy above the lowest of the compared OMol25 structures with the same formula, charge and spin**: 29.6 kcal/mol
**SMILES**: Oc1cn[nH]c1
**E**: -8202.600 eV
**Kohn-Sham gap**: 9.452 eV

CARTESIAN COORDINATES (ANGSTROEM)
O  -0.3172  1.8330  0.9235
C  -0.1750  0.6476  0.2695
C  -1.0057  0.2140  -0.7857
N  -0.6327  -0.9794  -1.2291
N  0.4151  -1.3110  -0.4773
C  0.7406  -0.3663  0.4486
H  0.3859  1.9145  1.5780
H  -1.8503  0.7291  -1.2231
H  0.8743  -2.1913  -0.6409
H  1.5650  -0.4901  1.1366

The molecule's natural (NBO) atomic charges, reported in e, are given here:
1 O -0.660
2 C 0.186
3 C -0.114
4 N -0.242
5 N -0.323
6 C -0.163
7 H 0.479
8 H 0.214
9 H 0.406
10 H 0.216

***

ORCA calculation (wB97M-V/def2-TZVPD) on the molecule C3H4N2O at a distorted geometry.

Results
**Energy above the lowest of the compared OMol25 structures with the same formula, charge and spin**: 68.0 kcal/mol
**SMILES**: Oc1ccn[nH]1
**E**: -8200.938 eV
**Kohn-Sham gap**: 9.056 eV

CARTESIAN COORDINATES (ANGSTROEM)
O  1.9249  -0.2613  -0.0346
C  0.6159  -0.1273  -0.0416
C  -0.1610  0.9376  -0.0831
C  -1.4065  0.4332  -0.0290
N  -1.4593  -0.9401  -0.0642
N  -0.1176  -1.2915  -0.2247
H  2.6162  0.4302  0.0949
H  0.0974  2.0253  -0.3922
H  -2.2849  1.0449  0.3166
H  0.1749  -2.2512  0.4579

The molecule's natural (NBO) atomic charges, reported in e, are given here:
1 O -0.695
2 C 0.466
3 C -0.440
4 C -0.024
5 N -0.294
6 N -0.398
7 H 0.522
8 H 0.236
9 H 0.209
10 H 0.417